Entry 1:
CH2IOP | ωB97M-V/def2-TZVPD

relative energy (zero: lowest compared OMol25 entry of this formula, charge and spin)	0.300	eV
E_LUMO	-0.7	eV
E_HOMO	-9.64	eV

Geometry as ORCA input:
```
! wB97M-V def2-TZVPD RIJCOSX def2/J DEFGRID3
* xyz 0 1
C -0.58 -0.07 0.30
O 1.07 0.51 -1.95
P 0.76 -0.61 -0.92
I 0.95 0.02 1.85
H -1.37 -0.69 0.76
H -0.84 0.85 -0.03
*
```

Entry 2:
CH2IP | ωB97M-V/def2-TZVPD

relative energy (zero: lowest compared OMol25 entry of this formula, charge and spin)	4.041	eV
E_LUMO (alpha / beta)	-3.2 / -3.2	eV
E_HOMO (alpha / beta)	-8.65 / -8.65	eV

Geometry as ORCA input:
```
! wB97M-V def2-TZVPD RIJCOSX def2/J DEFGRID3
* xyz 0 1
C 0.38 -0.01 -0.45
P 0.01 1.15 0.59
I -0.45 -2.71 1.64
H 0.32 -0.47 -1.39
H -0.27 2.04 -0.38
*
```

Entry 3:
CH2IPS | ωB97M-V/def2-TZVPD

relative energy (zero: lowest compared OMol25 entry of this formula, charge and spin)	2.936	eV
E_LUMO (alpha / beta)	-2.8 / -2.8	eV
E_HOMO (alpha / beta)	-7.96 / -7.96	eV

Geometry as ORCA input:
```
! wB97M-V def2-TZVPD RIJCOSX def2/J DEFGRID3
* xyz 0 1
C -0.51 0.31 -0.57
P -1.40 -0.98 -1.04
S -3.70 -1.51 3.36
I -3.71 -1.54 1.01
H -0.72 1.04 0.07
H 0.52 0.59 -0.94
*
```

Entry 4:
CH2N2O | ωB97M-V/def2-TZVPD

relative energy (zero: lowest compared OMol25 entry of this formula, charge and spin)	7.435	eV
E_LUMO	-1.3	eV
E_HOMO	-10.30	eV

Geometry as ORCA input:
```
! wB97M-V def2-TZVPD RIJCOSX def2/J DEFGRID3
* xyz 0 1
C -0.21 0.00 0.45
N 0.49 1.04 0.27
N 1.60 0.17 -0.02
O 0.70 -0.96 0.19
H -2.02 -0.55 0.50
H 1.89 0.33 -1.02
*
```

Entry 5:
CH2N2O2 | ωB97M-V/def2-TZVPD

relative energy (zero: lowest compared OMol25 entry of this formula, charge and spin)	5.502	eV
E_LUMO	0.6	eV
E_HOMO	-9.75	eV
SMILES	O=C1NN1O

Geometry as ORCA input:
```
! wB97M-V def2-TZVPD RIJCOSX def2/J DEFGRID3
* xyz 0 1
O -0.13 2.23 -0.21
C 0.27 1.04 -0.03
N 0.72 0.05 0.76
N 0.30 -0.28 -0.59
O -0.87 -0.93 -0.70
H 0.24 -0.32 1.72
H -0.53 -1.79 -0.95
*
```

Entry 6:
CH2N2O2 | ωB97M-V/def2-TZVPD

relative energy (zero: lowest compared OMol25 entry of this formula, charge and spin)	5.441	eV
E_LUMO	-0.7	eV
E_HOMO	-11.09	eV
SMILES	C=N[N+](=O)[O-]

Geometry as ORCA input:
```
! wB97M-V def2-TZVPD RIJCOSX def2/J DEFGRID3
* xyz 0 1
C 0.56 0.61 -0.84
N 0.16 -0.57 -0.46
N -0.50 -0.69 0.81
O -1.13 0.22 1.24
O -0.44 -1.75 1.30
H 0.97 0.56 -1.76
H 0.37 1.62 -0.29
*
```

Entry 7:
CH2N2O2S | ωB97M-V/def2-TZVPD

relative energy (zero: lowest compared OMol25 entry of this formula, charge and spin)	5.738	eV
E_LUMO	-1.0	eV
E_HOMO	-9.73	eV
SMILES	O=[N+]([O-])NC=S

Geometry as ORCA input:
```
! wB97M-V def2-TZVPD RIJCOSX def2/J DEFGRID3
* xyz 0 1
O 1.85 1.17 -0.03
N 1.64 -0.04 -0.07
O 2.47 -0.86 0.11
N 0.32 -0.47 -0.16
C -0.75 0.41 0.06
S -2.27 -0.16 0.03
H -0.04 -1.32 -0.53
H -0.45 1.35 0.27
*
```

Entry 8:
CH2N2O2S | ωB97M-V/def2-TZVPD

relative energy (zero: lowest compared OMol25 entry of this formula, charge and spin)	5.758	eV
E_LUMO	-0.9	eV
E_HOMO	-8.93	eV
SMILES	O=NN=C=S.O

Geometry as ORCA input:
```
! wB97M-V def2-TZVPD RIJCOSX def2/J DEFGRID3
* xyz 0 1
O -0.09 4.07 -3.19
N -0.58 3.70 -2.17
N -1.26 2.68 -2.02
C -1.84 1.99 -1.24
S -2.78 1.11 -0.36
O -0.33 -0.16 0.19
H 0.24 0.50 0.62
H 0.21 -0.94 0.43
*
```